(1)
{"formula": "C17H17FN4O2S2", "method": "the ωB97M-V functional and the def2-TZVPD basis", "e_lumo_ha": 0.011, "smiles": "Cc1nnc(SCC(=O)N2CCC(c3noc4ccc(F)cc34)CC2)s1", "energy_ev": -52347.3696, "homo_energy_ev": -8.842, "total_charge": 0, "species": ["H", "C", "H", "C", "H", "C", "N", "H", "C", "C", "H", "H", "C", "O", "H", "H", "H", "C", "F", "H", "O", "H", "C", "H", "H", "H", "C", "C", "C", "C", "N", "H", "N", "H", "S", "C", "C", "N", "S", "H", "C", "C", "C"], "coordinates": [[4.7451, 0.2989, -1.3133], [0.6425, -1.6213, 1.5882], [2.2062, -2.8083, 0.6703], [-3.4594, -2.7769, 0.4192], [3.1980, 0.5343, -2.1825], [0.7886, -0.2892, -0.9775], [1.2628, 3.3605, -3.0804], [0.2634, -2.4329, 2.2114], [-0.5108, -0.6956, 1.1591], [1.3567, -2.1951, 0.3664], [-5.8908, -3.9787, 2.3859], [1.1668, 0.4767, -1.6512], [3.6626, 0.3763, -1.2129], [-2.8665, -2.6443, -0.7807], [0.9599, 6.4907, -2.9691], [1.3578, -1.0427, 2.1756], [0.6645, 1.0414, 0.7146], [3.1794, -0.8714, -0.4826], [-4.6966, -2.7723, 4.2890], [-5.1709, -4.0124, -0.0105], [3.9910, -1.6139, 0.0392], [-0.5012, 5.8335, -2.2326], [0.0096, 0.3556, 0.1716], [-2.5679, -1.5240, 3.4786], [-0.8934, -0.1828, 2.0491], [-0.0779, 5.3905, -3.9011], [-4.2599, -2.7534, 3.0136], [-1.6330, -1.5155, 0.6159], [-2.7136, -2.0706, 1.3819], [-3.1157, -2.0521, 2.7155], [-1.7496, -1.8720, -0.6277], [-0.8234, 0.9273, -0.2388], [1.9877, 2.4435, -2.4559], [0.6654, -2.7945, -0.2331], [3.3469, 1.8695, -0.2024], [0.3187, 5.6122, -2.9142], [1.0870, 4.4480, -2.4306], [1.8555, -1.1081, -0.4513], [1.8746, 4.4330, -0.8442], [0.1077, -0.9383, -1.5362], [2.3961, 2.8180, -1.2880], [-5.0053, -3.4562, 2.0613], [-4.6146, -3.4787, 0.7413]], "atomic_forces_ev_per_a": [[-0.17, -0.08, -0.04], [-0.05, -0.06, -0.12], [-0.18, 0.03, -0.08], [0.44, 0.51, 1.05], [0.00, -0.02, -0.02], [-0.17, 0.42, -0.12], [-0.93, 0.82, -1.15], [0.01, -0.02, 0.06], [0.22, 0.13, -0.03], [0.20, -0.27, 0.37], [-0.09, -0.05, 0.04], [0.00, -0.12, 0.02], [0.12, 0.17, 0.20], [-0.59, -0.42, -0.12], [-0.03, 0.08, -0.05], [0.04, -0.02, 0.05], [0.00, 0.02, -0.04], [0.11, 0.23, -0.30], [-0.03, -0.01, 0.02], [-0.11, -0.09, -0.07], [0.37, -0.07, 0.18], [-0.08, 0.06, -0.03], [-0.08, -0.07, -0.07], [0.03, 0.05, 0.15], [-0.01, -0.05, -0.08], [-0.01, 0.00, -0.02], [0.12, 0.07, -0.07], [-0.43, -0.19, 0.06], [-0.58, -0.56, -0.68], [-0.14, -0.10, -0.04], [0.66, 0.52, -0.07], [-0.04, 0.06, 0.00], [0.89, -0.97, 0.71], [0.07, -0.02, 0.03], [0.31, -0.29, 0.20], [-0.10, 0.22, -0.01], [0.31, 0.18, 0.84], [-0.23, -0.29, 0.00], [-0.07, -0.66, -0.78], [0.20, 0.16, -0.06], [-0.22, 0.57, 0.15], [0.08, 0.08, 0.14], [0.17, 0.06, -0.24]]}


(2)
{"formula": "C19H26NO2", "method": "the ωB97M-V functional and the def2-TZVPD basis", "e_lumo_ha": -0.074, "smiles": "COCC[NH2+]CCCCOc1ccccc1-c1ccccc1", "energy_ev": -25704.0677, "homo_energy_ev": -11.863, "total_charge": 1, "de_lowest_ev": 1.1108, "species": ["C", "H", "H", "C", "C", "C", "C", "H", "C", "C", "H", "H", "C", "H", "H", "H", "C", "O", "H", "H", "C", "C", "C", "C", "C", "H", "C", "H", "H", "H", "H", "H", "C", "C", "H", "O", "H", "H", "H", "N", "H", "H", "C", "C", "H", "H", "H", "H"], "coordinates": [[-1.4063, 1.7481, 0.3126], [2.9377, 0.2150, -1.4727], [-1.9526, 1.3482, -0.5302], [-0.0269, 2.8482, 2.4505], [0.9020, 3.8702, -3.1773], [-2.2435, -3.0881, 0.7077], [0.8743, 1.3886, -1.9597], [-0.1181, -1.9724, 2.2766], [2.1663, -0.3507, -0.9456], [-0.1841, 2.3738, 0.0951], [0.5089, 3.2824, 3.2803], [-0.1101, -2.4128, -0.1198], [0.2228, -1.2379, 1.5454], [1.7726, 0.6556, -3.7518], [2.0174, -2.3008, 1.0084], [1.4401, 3.4315, 1.0024], [-1.9409, 1.6885, 1.5897], [-1.3807, -3.9230, -0.0364], [-3.2944, -3.3063, 0.4824], [1.7863, 2.8670, -4.8520], [1.3856, 1.5252, -3.2418], [1.3935, 2.7654, -3.8528], [-1.9092, -1.6520, 0.2966], [0.4993, 2.9287, 1.1732], [0.3688, 2.4890, -1.2714], [-2.6438, -5.5601, -0.1914], [2.3789, -0.2186, 0.5664], [2.0107, 0.7559, 0.8932], [2.1561, -1.2607, 2.4177], [-2.9123, 1.2419, 1.7489], [-2.2984, -1.4701, -0.7063], [3.4538, -0.2419, 0.7459], [-1.2494, 2.2305, 2.6612], [1.7398, -1.3241, 1.4119], [0.0121, 4.5879, -1.3667], [0.8800, 0.1197, -1.3583], [0.9133, 4.8409, -3.6472], [-0.9069, -5.8246, -0.4855], [-0.1297, -0.7491, -0.4197], [-0.4394, -1.5058, 0.2507], [-1.6698, 2.1867, 3.6540], [-0.0754, -0.2419, 1.8809], [0.3971, 3.7308, -1.8983], [-1.6324, -5.3035, 0.1341], [-2.3402, -0.9307, 0.9892], [-1.5048, -5.5981, 1.1803], [2.2405, -1.3990, -1.2558], [-2.0887, -3.2472, 1.7851]], "atomic_forces_ev_per_a": [[0.05, 0.05, 0.05], [-0.12, -0.07, -0.03], [-0.08, -0.02, -0.11], [0.01, 0.02, 0.07], [0.01, 0.08, -0.03], [0.08, 0.03, 0.07], [-0.03, 0.12, -0.02], [-0.12, 0.02, -0.10], [0.59, -0.04, 0.32], [0.01, -0.08, 0.08], [0.05, 0.05, 0.09], [0.04, 0.25, 0.04], [0.45, -0.03, 0.55], [0.02, -0.09, -0.06], [0.05, -0.12, 0.05], [0.10, 0.03, -0.02], [-0.08, 0.00, 0.02], [-0.06, 0.45, -0.03], [0.08, 0.10, 0.02], [0.04, 0.01, -0.10], [-0.05, -0.19, 0.13], [0.02, 0.00, 0.04], [-0.58, -0.43, 0.04], [-0.09, -0.01, -0.06], [0.08, -0.22, -0.06], [0.02, 0.02, -0.01], [-0.10, -0.19, -0.26], [0.09, 0.04, -0.01], [-0.06, -0.10, 0.03], [-0.09, -0.03, 0.02], [0.10, 0.06, 0.05], [0.05, 0.03, 0.00], [-0.04, -0.03, 0.06], [-0.10, 0.29, -0.09], [-0.05, 0.09, 0.05], [-0.19, 0.48, -0.32], [-0.01, 0.09, -0.05], [-0.06, -0.07, 0.05], [-0.29, -0.31, 0.17], [0.20, 0.06, -0.42], [-0.05, 0.01, 0.10], [-0.10, -0.07, -0.09], [0.05, -0.07, -0.07], [0.03, -0.27, 0.03], [0.12, -0.01, -0.07], [0.00, 0.00, -0.03], [0.03, 0.08, -0.01], [-0.03, 0.02, -0.09]]}


(3)
{"formula": "C19H10ClIN3O6Re", "method": "the ωB97M-V functional and the def2-TZVPD basis", "e_lumo_ha": [-0.208, -0.219], "energy_ev": -59366.0764, "s2": 0.75, "homo_energy_ev": [-11.872, -11.873], "total_charge": 1, "multiplicity": 2, "de_lowest_ev": 0.5861, "species": ["C", "H", "C", "H", "C", "O", "H", "C", "C", "C", "Cl", "C", "C", "I", "H", "O", "Re", "H", "H", "H", "C", "O", "C", "C", "C", "C", "C", "N", "O", "N", "H", "C", "O", "N", "C", "C", "O", "C", "H", "H", "C"], "coordinates": [[4.3697, 1.2511, 1.2505], [-4.9146, 3.0382, 0.0368], [3.9250, 2.1794, 0.3156], [5.0088, 1.5625, 2.0646], [-2.2306, 2.6509, -2.7230], [2.0158, -6.3727, -0.4508], [2.7629, 2.5119, -1.4623], [-3.1771, 1.9664, -0.5978], [3.4108, -2.9098, -0.2630], [3.0964, 1.7924, -0.7273], [5.0543, -2.8356, -0.5684], [-4.1788, 3.7443, -1.8562], [0.7133, -0.3202, 2.2031], [-5.6562, 5.1812, -2.0524], [-3.2376, 4.2474, -3.7238], [-1.2303, 0.0309, -0.2748], [-0.2885, -1.1515, 0.6768], [-3.1680, 1.3322, 0.2759], [4.2925, -0.8036, 1.8901], [1.1250, -6.0301, -0.2526], [-2.2085, 1.8271, -1.5924], [-0.8791, -2.9681, 0.6999], [-1.1412, 0.8456, -1.5325], [2.7052, 0.4656, -0.8447], [2.5398, -4.0203, -0.2578], [-4.1617, 2.9253, -0.7299], [-3.2146, 3.6080, -2.8529], [1.4055, -2.1264, 0.1610], [4.1051, -5.6908, -0.7343], [1.2696, 0.1652, 3.0933], [4.2327, 3.2128, 0.4009], [3.1533, -0.4350, 0.1051], [-0.3932, -5.1112, 0.2237], [2.7050, -1.7997, 0.0045], [-0.0540, -3.9729, 0.2938], [1.3105, -3.4574, 0.0131], [-0.2738, 0.5640, -2.2757], [2.9611, -5.4429, -0.4970], [2.0790, 0.1460, -1.6675], [-1.4764, 2.5306, -3.4887], [3.9812, -0.0738, 1.1550]], "atomic_forces_ev_per_a": [[-0.01, 0.03, -0.02], [0.00, 0.00, 0.00], [0.03, 0.00, 0.03], [0.00, 0.00, 0.00], [0.00, -0.02, 0.03], [0.08, 0.03, 0.00], [0.01, 0.02, 0.01], [0.01, 0.00, 0.03], [-0.07, -0.13, -0.06], [-0.02, -0.07, 0.00], [0.00, 0.02, 0.01], [0.03, -0.04, 0.01], [-0.07, 0.01, -0.08], [-0.04, 0.04, 0.00], [0.00, 0.00, 0.00], [0.20, 0.15, -0.04], [-0.14, 0.23, 0.04], [0.01, -0.01, 0.01], [0.00, -0.01, 0.00], [-0.05, -0.02, 0.04], [0.05, 0.05, -0.02], [0.15, -0.13, -0.02], [-0.15, -0.28, 0.16], [0.00, 0.13, -0.03], [0.16, 0.11, 0.03], [0.02, 0.01, -0.05], [-0.02, 0.01, 0.00], [-0.06, -0.07, -0.14], [0.01, -0.01, 0.04], [0.01, -0.02, 0.02], [0.00, 0.00, 0.01], [-0.02, -0.04, 0.00], [-0.07, -0.05, -0.04], [0.07, 0.06, 0.12], [0.03, 0.01, 0.08], [-0.17, 0.03, 0.02], [0.10, 0.02, -0.02], [-0.03, -0.03, -0.10], [0.00, -0.05, 0.00], [0.00, 0.00, 0.00], [-0.05, 0.00, -0.05]]}